# 1
Density functional theory data (ωB97M-V/def2-TZVPD) for 7 unconnected molecules or ions with the total composition H14O7 at a distorted geometry.

Results
charge: 0
energy relative to the best compared isomer or geometry (same formula, charge and spin): 41.8 kcal per mole
highest occupied orbital energy: -10.45 eV
2S+1: 1
LUMO level: -0.11 eV

The geometry in XYZ format:
```
21
Properties=species:S:1:pos:R:3:forces:R:3
O 2.92170 17.68438 -20.73975 -0.84 0.93 0.21
H 3.36064 18.44424 -21.15920 -0.29 -0.32 0.17
H 2.05413 18.01847 -20.39925 1.13 -0.39 -0.42
O 4.89092 16.00261 -19.58477 -0.07 1.90 -0.57
H 4.20207 16.64393 -19.89420 0.63 -0.85 0.42
H 4.50427 15.13707 -19.50847 -0.51 -0.43 -0.17
O 3.97278 13.58179 -19.52106 -0.76 -2.14 -0.72
H 3.75638 13.14641 -18.68279 -0.24 0.19 -0.01
H 4.12516 12.81017 -20.13233 -0.12 1.14 0.62
O 6.50396 13.19752 -18.73153 -0.60 -0.86 0.36
H 5.58389 13.37896 -18.93452 0.04 -0.36 0.41
H 6.86241 13.88937 -19.26344 1.57 0.97 -0.47
O 6.12021 16.09498 -17.08246 2.87 0.12 -0.34
H 5.23875 16.08476 -16.83996 -2.71 0.04 0.81
H 6.09691 15.95441 -18.03223 -0.10 -0.01 -0.12
O 2.14386 15.05352 -21.55652 0.15 0.37 0.01
H 2.63401 14.49804 -20.94116 -0.05 0.10 0.03
H 2.52617 15.94638 -21.45236 -0.21 -0.55 -0.09
O 7.59041 15.49911 -19.99007 2.65 -1.58 0.16
H 6.75835 15.71803 -20.30364 -2.75 1.06 -0.86
H 7.88671 16.19911 -19.43012 0.21 0.69 0.56
```
Positions in Å, forces in eV/Å.

Atomic partial charges in e from the Löwdin method, atoms 1 to 4: -0.060 0.085 0.104 -0.066

***

# 2
Density functional theory data (ωB97M-V/def2-TZVPD) for 7 unconnected molecules or ions with the total composition H14O7 at a distorted geometry.

Results
charge: 0
energy relative to the best compared isomer or geometry (same formula, charge and spin): 21.9 kcal per mole
highest occupied orbital energy: -10.89 eV
2S+1: 1
LUMO level: 0.36 eV

The geometry in XYZ format:
```
21
Properties=species:S:1:pos:R:3:forces:R:3
O 1.84570 -0.05246 1.14661 0.54 1.99 -1.09
H 1.91055 0.88864 0.77810 -0.51 -1.47 1.12
H 2.06252 -0.52593 0.33086 -0.07 -0.63 0.09
O -0.41642 0.40896 -2.01261 1.89 -0.94 -0.75
H 0.45817 -0.03414 -2.28727 -1.69 0.92 0.60
H -0.12085 1.14755 -1.44946 -0.08 -0.10 0.23
O 1.50325 -1.59212 -1.32207 -1.28 -3.87 -0.92
H 0.56558 -1.85425 -0.92612 2.37 0.41 -0.95
H 1.74862 -2.49367 -1.83329 -0.67 3.21 1.81
O -1.66298 1.72821 1.57940 -0.56 1.26 1.59
H -1.39949 0.77713 1.61997 -0.24 0.01 0.76
H -1.92146 2.08049 2.50089 0.78 -1.32 -2.25
O -0.75430 -0.85004 1.90807 0.39 -0.06 -1.48
H 0.19926 -0.53095 1.84598 -1.15 -0.73 -0.38
H -0.99500 -1.29303 1.02738 0.75 0.79 1.66
O -1.15512 -1.90676 -0.80169 0.14 0.12 -0.11
H -1.75469 -2.46621 -1.31273 0.19 0.27 0.08
H -0.94773 -1.08311 -1.32117 -0.76 0.03 0.12
O 0.55156 2.22531 0.08300 -0.95 2.58 -0.40
H 0.55393 3.19228 -0.21718 0.30 -2.01 0.47
H -0.27110 2.23410 0.66333 0.63 -0.46 -0.23
```
Positions in Å, forces in eV/Å.

Atomic partial charges in e from the Löwdin method, atoms 1 to 4: -0.088 0.063 0.009 -0.087

***

# 3
Density functional theory data (ωB97M-V/def2-TZVPD) for a molecular structure, H14O7 at a distorted geometry.

Results
charge: 0
energy relative to the best compared isomer or geometry (same formula, charge and spin): 210.7 kcal per mole
highest occupied orbital energy: -9.12 eV
2S+1: 1
LUMO level: -0.36 eV

The geometry in XYZ format:
```
21
Properties=species:S:1:pos:R:3:forces:R:3
O -2.55857 -1.52476 0.04539 -1.79 -4.58 -3.72
H -2.20732 -0.80925 0.57538 0.42 -2.36 -1.72
H -3.49687 -1.34392 -0.01033 -0.25 -0.34 -0.40
O 1.36893 -1.21743 0.59680 2.93 -3.35 5.26
H 0.94245 -1.81261 1.21333 0.37 -0.63 0.04
H 0.68804 -0.58706 0.36175 -0.08 0.37 0.78
O 1.10741 -1.49376 -1.59798 -0.04 -0.30 -4.36
H 0.25117 -1.86914 -1.39263 -0.11 0.01 -0.04
H 1.44126 -1.18293 -0.75646 0.66 -1.02 -0.03
O 2.23546 1.37152 0.55927 2.72 0.35 3.79
H 1.50284 1.44786 1.17057 0.27 -0.20 0.28
H 1.83231 1.42967 -0.30693 1.78 -0.33 1.78
O -2.10432 0.03229 1.28826 1.04 6.86 5.85
H -2.95069 0.06099 1.73444 -0.45 0.06 0.12
H -1.46903 0.27132 1.96317 0.58 0.16 0.45
O 0.10452 0.31608 -0.14186 -6.59 1.42 0.77
H -0.81242 0.39392 0.12156 -0.28 -0.24 -0.40
H 0.29610 1.13967 -0.59043 -1.23 0.10 0.44
O 1.15426 1.72548 -1.24615 -0.02 4.37 -8.17
H 1.39378 2.56486 -1.63898 0.13 0.70 0.04
H 1.28070 1.08718 -1.94817 -0.07 -1.05 -0.76
```
Positions in Å, forces in eV/Å.

Atomic partial charges in e from the Löwdin method, atoms 1 to 4: -0.061 -0.272 0.023 -0.039

***

# 4
Density functional theory data (ωB97M-V/def2-TZVPD) for 7 unconnected molecules or ions with the total composition H14O7.

Results
charge: 0
energy relative to the best compared isomer or geometry (same formula, charge and spin): 47.2 kcal per mole
highest occupied orbital energy: -11.20 eV
2S+1: 1
LUMO level: 0.17 eV

The geometry in XYZ format:
```
21
Properties=species:S:1:pos:R:3:forces:R:3
O 0.52928 -4.66956 1.16645 -0.09 -0.03 0.24
H 1.20209 -5.30911 0.93296 0.12 -0.20 -0.06
H 0.70538 -3.91832 0.60002 -0.05 0.24 -0.17
O 3.30464 1.71580 -2.58812 0.13 -0.19 0.02
H 2.72795 1.97931 -3.30521 -0.16 0.01 -0.20
H 3.31061 2.46800 -1.99618 0.03 0.16 0.18
O -0.04974 -0.00290 -0.24166 -0.04 -0.21 -0.23
H 0.75587 0.07743 0.26899 0.38 -0.09 0.19
H -0.55670 0.77655 -0.01435 -0.27 0.20 0.05
O -5.75075 1.90908 1.71334 -0.18 -0.15 -0.08
H -4.80056 1.98023 1.62208 0.32 -0.01 -0.04
H -6.00608 2.69980 2.18852 -0.09 0.18 0.12
O -0.09573 -2.70813 -2.97117 -0.10 -0.26 -0.07
H -0.01859 -2.14066 -2.20418 -0.08 0.30 0.29
H 0.64608 -2.46502 -3.52513 0.16 0.06 -0.15
O 2.93687 -0.77740 1.70033 -0.18 0.22 -0.15
H 3.58706 -1.38356 1.34528 0.17 -0.12 -0.16
H 2.85793 -1.02304 2.62211 -0.09 -0.06 0.25
O -1.96682 3.28485 1.00938 -0.10 -0.28 0.04
H -1.18755 3.65700 1.42226 0.19 0.09 0.18
H -2.13124 3.84966 0.25427 -0.10 0.13 -0.24
```
Positions in Å, forces in eV/Å.

Atomic partial charges in e from the Löwdin method, atoms 1 to 4: -0.051 0.028 0.022 -0.054

***

Q: Which gap between HOMO and LUMO values were calculated for the entries above? A: 10.33; 11.25; 8.76; 11.37, in eV.